# 1
{
  "formula": "C11H18N",
  "method": "ωB97M-V/def2-TZVPD",
  "e_tot_ha": -484.2625,
  "e_homo_ev": -13.1844,
  "e_above_lowest_kcal_mol": 121.2,
  "total_charge": 1,
  "multiplicity": 1,
  "elements": ["C", "C", "C", "C", "C", "C", "C", "C", "C", "C", "C", "N", "H", "H", "H", "H", "H", "H", "H", "H", "H", "H", "H", "H", "H", "H", "H", "H", "H", "H"],
  "coordinates": [[0.1564, 1.8174, 1.2391], [1.9939, -0.8493, 1.2137], [1.9055, -0.5991, -0.2760], [-0.2332, -1.6537, 0.4916], [0.5231, -0.8674, 1.6464], [0.5776, -1.2293, -0.7584], [0.0839, 0.5707, 1.5447], [-0.2037, -0.3536, -1.7430], [0.7356, 0.3968, -2.7394], [-1.5116, -0.0608, -1.6459], [-2.2491, 1.4437, 1.6641], [-1.0677, 1.2533, 0.8488], [0.7699, 2.6965, 1.3427], [2.4291, -1.8993, 1.3086], [2.5547, -0.0472, 1.8215], [1.8417, 0.4319, -0.1539], [2.5655, -0.9711, -1.0420], [-0.1354, -2.6518, 0.6774], [-1.2919, -1.4352, 0.4453], [0.4093, -1.2607, 2.7000], [0.7579, -2.1393, -1.3576], [0.2399, 0.4101, -3.8318], [1.5942, -0.1414, -2.8027], [0.7667, 1.4669, -2.4093], [-2.3204, -0.5693, -1.0523], [-2.0992, 0.6079, -2.3207], [-1.1559, 1.1016, -0.2051], [-2.2699, 0.6180, 2.2831], [-3.1589, 1.5025, 1.1015], [-2.2079, 2.4111, 2.0095]],
  "atomic_forces_ev_per_a": [[2.606, -0.373, 2.046], [1.537, -2.116, 0.851], [-1.191, -0.824, -0.208], [1.016, 3.019, 0.553], [-0.880, -0.026, 0.451], [-1.835, -0.474, -0.492], [0.390, -0.213, -0.848], [0.465, 1.371, 0.161], [-5.312, 1.323, -1.451], [-1.977, -0.318, -0.777], [-0.710, 0.176, -2.215], [-0.989, -0.199, -2.101], [-0.590, 0.463, -0.421], [-0.423, 1.382, 0.808], [-0.430, -1.518, -1.101], [-0.058, 2.145, -1.767], [1.418, 0.382, 0.755], [0.321, -2.753, 0.503], [-0.102, 0.129, 0.038], [-0.155, 0.403, -1.217], [0.363, 0.189, 0.315], [1.052, -0.025, 2.471], [2.848, -0.817, -0.219], [0.683, -0.999, -0.389], [1.470, 0.137, -0.042], [1.252, -0.358, 0.032], [-0.248, -0.269, 1.131], [-0.409, -1.085, 2.021], [-0.418, -0.606, -0.883], [0.307, 1.853, 1.995]]
}



# 2
{
  "formula": "C11H18N2O2",
  "method": "ωB97M-V/def2-TZVPD",
  "e_tot_ha": -689.8502,
  "e_homo_ev": -7.9604,
  "e_above_lowest_kcal_mol": 103.4,
  "multiplicity": 1,
  "elements": ["C", "C", "C", "C", "C", "C", "C", "C", "C", "C", "C", "N", "N", "O", "O", "H", "H", "H", "H", "H", "H", "H", "H", "H", "H", "H", "H", "H", "H", "H", "H", "H", "H"],
  "coordinates": [[1.6030, 1.8751, -0.2939], [2.5760, 1.0388, 0.0970], [2.1578, -1.4780, -0.2573], [-2.6182, -1.2372, 0.5920], [-2.1536, -0.0497, 1.4286], [-2.5865, -0.8817, -0.8896], [-0.7331, 0.3444, 1.0365], [-1.1787, -0.4663, -1.3054], [-0.6177, 0.6845, -0.4572], [3.4505, -1.8453, 0.4489], [-1.3107, 2.0124, -0.7963], [0.7496, 0.8928, -0.8861], [1.9381, -0.1560, -0.2436], [1.3976, -2.2949, -0.7243], [3.8324, 1.1275, 0.5939], [1.4607, 2.9341, -0.3219], [-1.9492, -2.0823, 0.7668], [-3.6256, -1.5348, 0.8900], [-2.8297, 0.7948, 1.2817], [-2.1757, -0.3098, 2.4893], [-2.8888, -1.7458, -1.4845], [-3.3013, -0.0797, -1.0909], [-0.3924, 1.1926, 1.6377], [-0.0709, -0.5003, 1.2413], [-0.5098, -1.3213, -1.1936], [-1.1630, -0.1681, -2.3548], [4.2926, -1.3469, -0.0226], [3.5717, -2.9232, 0.3903], [3.4071, -1.5349, 1.4900], [-1.0224, 2.3237, -1.7978], [-1.0261, 2.7882, -0.0892], [-2.3886, 1.8936, -0.7671], [4.1048, 2.0539, 0.5922]],
  "atomic_forces_ev_per_a": [[0.566, 0.023, 0.544], [-0.192, 0.609, 0.212], [0.553, -0.497, 0.279], [-0.227, 0.227, -0.029], [0.166, -0.214, 0.033], [0.158, -0.122, 0.066], [-0.112, 0.174, -0.036], [-0.129, 0.102, 0.018], [-0.408, -0.358, 0.525], [-0.070, -0.182, -0.129], [0.225, -0.190, 0.045], [2.497, -2.204, -0.010], [-2.352, 2.653, -1.079], [-0.207, -0.251, -0.165], [-0.233, -0.170, -0.184], [-0.045, 0.211, -0.043], [0.007, -0.098, 0.054], [0.010, -0.073, 0.017], [-0.100, 0.046, 0.050], [-0.038, 0.085, 0.017], [-0.056, 0.057, -0.054], [-0.093, -0.009, -0.024], [0.072, -0.023, -0.033], [0.027, 0.007, 0.015], [0.009, 0.062, -0.057], [0.076, 0.021, -0.059], [0.100, 0.022, 0.020], [-0.017, 0.001, -0.008], [0.042, 0.034, 0.076], [-0.044, 0.059, -0.130], [-0.016, 0.110, 0.076], [-0.088, 0.007, 0.022], [-0.082, -0.117, -0.028]]
}



# 3
{
  "formula": "C11H18N2OP",
  "method": "ωB97M-V/def2-TZVPD",
  "e_tot_ha": -955.6117,
  "e_homo_ev": -12.1905,
  "e_above_lowest_kcal_mol": 39.6,
  "total_charge": 1,
  "multiplicity": 1,
  "elements": ["C", "C", "C", "C", "C", "C", "C", "C", "C", "C", "C", "N", "N", "O", "P", "H", "H", "H", "H", "H", "H", "H", "H", "H", "H", "H", "H", "H", "H", "H", "H", "H", "H"],
  "coordinates": [[-2.2177, -1.0134, 1.1497], [-2.9429, -1.4804, 2.1719], [-1.1162, -0.5572, 2.9848], [-1.0122, -0.3232, 1.6817], [0.5864, 0.2290, -1.5285], [0.0107, 0.3529, 0.8746], [0.7690, -0.7545, 0.1885], [1.1478, -0.3032, -2.8179], [-1.1472, 2.4574, 0.6026], [-0.6329, 2.1220, -2.3583], [3.1504, -2.4570, -0.0498], [-0.7326, 1.3294, -0.0525], [-0.1600, 1.2497, -1.2577], [-2.2531, -1.1925, 3.2875], [2.6077, -0.7598, 0.4901], [-2.4842, -1.2721, 0.1589], [-3.8635, -1.9109, 2.2641], [-0.4212, -0.3488, 3.8000], [0.7556, 1.0266, 1.5043], [0.2166, -1.6211, -0.0757], [2.1129, -0.6612, -2.3962], [1.4603, 0.5461, -3.4434], [0.5119, -1.0944, -3.1687], [-2.1281, 2.9248, 0.3818], [-1.2862, 2.1006, 1.5824], [-0.4453, 3.3389, 0.5197], [-1.0889, 1.5143, -3.1038], [-0.0659, 2.9695, -2.8264], [-1.4278, 2.7933, -1.9927], [3.2826, -2.3903, -1.2222], [2.3815, -3.2028, 0.2273], [4.0324, -2.5549, 0.4443], [2.4001, -1.0568, 1.9794]],
  "atomic_forces_ev_per_a": [[0.652, 0.402, -0.643], [3.096, 1.675, -0.246], [0.627, 0.467, 1.425], [-2.232, -1.115, -0.669], [-0.087, -1.617, 2.983], [0.746, 1.032, 1.323], [0.618, 3.907, -4.697], [1.464, 1.929, 2.412], [-0.451, 4.363, -0.235], [-1.428, 2.355, 0.301], [-3.489, 1.222, -3.172], [0.854, -4.008, 0.634], [1.570, -0.076, -3.075], [-0.265, -0.445, 2.128], [-0.713, -0.549, 1.826], [-0.041, 0.443, -1.039], [-2.007, -1.195, 0.262], [-0.536, 0.013, -0.178], [-1.423, -1.364, -1.028], [-0.410, -0.886, 0.221], [-0.432, -0.497, -0.880], [-0.670, -0.600, -0.534], [-0.051, -0.221, -0.654], [0.209, -0.818, -0.641], [0.080, 0.189, 1.574], [-0.194, -0.904, 0.559], [-0.081, -0.489, -0.628], [1.015, -1.561, 0.677], [-0.151, -0.843, 0.414], [-0.055, -0.443, 2.439], [0.721, 0.175, -0.237], [2.735, -0.860, 1.118], [0.330, 0.318, -1.738]]
}



# 4
{
  "formula": "C11H18N4O3",
  "method": "ωB97M-V/def2-TZVPD",
  "e_tot_ha": -874.7271,
  "e_homo_ev": -9.1112,
  "e_above_lowest_kcal_mol": 22.1,
  "multiplicity": 1,
  "elements": ["C", "C", "C", "C", "C", "C", "C", "C", "C", "C", "C", "H", "H", "H", "H", "H", "H", "H", "H", "H", "H", "H", "H", "H", "H", "H", "H", "H", "H", "N", "N", "N", "N", "O", "O", "O"],
  "coordinates": [[-1.0174, -1.5583, 1.5494], [-0.0825, -0.3693, 1.6496], [-0.6392, -2.4724, 0.3375], [-1.3196, -2.0227, -0.9830], [-2.4521, -2.5536, -1.5686], [-1.6600, -0.9353, -2.7854], [0.9119, 1.6221, 0.7591], [0.0954, 3.0354, 0.7393], [2.0510, 1.5919, -0.3187], [3.0704, 2.6335, -0.1067], [2.6946, 0.2629, -0.3435], [-2.8437, -0.7512, 2.2555], [-2.9636, -2.2248, 1.4978], [-0.6852, -2.1183, 2.4183], [0.4171, -2.5044, 0.1391], [-1.0151, -3.4409, 0.6476], [-3.2064, -3.2597, -1.1677], [-1.6287, -0.1691, -3.5678], [-3.4327, -1.8430, -3.3105], [-0.3547, 0.3433, -0.2948], [1.3261, 1.5854, 1.7828], [1.4618, 1.7783, -1.2895], [3.8607, 2.5496, -0.8307], [2.6947, 3.6534, -0.0754], [3.5369, 2.5235, 0.8865], [3.0207, -0.0389, 0.6479], [1.9908, -0.5398, -0.6081], [3.6048, 0.2136, -0.9751], [-1.4313, 1.9653, 0.9421], [-2.4463, -1.3712, 1.5768], [-0.8380, -1.0150, -1.7503], [-2.6740, -1.8160, -2.7106], [0.0315, 0.5282, 0.6374], [0.5263, -0.2611, 2.7118], [0.6430, 4.0727, 0.5943], [-1.2472, 2.9061, 0.9137]],
  "atomic_forces_ev_per_a": [[0.694, -1.322, -0.393], [-0.438, 0.284, 1.271], [-1.772, 1.207, -0.955], [-0.394, -1.584, 0.995], [-0.704, -0.345, 1.007], [0.193, 1.267, -0.148], [0.498, 2.356, 0.279], [0.317, -2.605, -0.089], [-2.807, 0.644, -0.822], [0.850, 1.468, 1.149], [0.444, -2.002, -0.111], [0.202, 0.005, 0.438], [-0.085, -0.241, 0.095], [0.110, -0.157, 0.251], [0.528, -0.118, 0.314], [0.123, -0.413, -0.421], [0.849, 0.478, -0.552], [0.171, -0.495, 0.362], [-1.488, -0.255, -1.181], [0.150, -0.437, 0.406], [0.063, -0.019, -0.445], [1.064, -0.247, 0.912], [0.364, 0.031, -0.424], [-0.086, -0.121, -0.394], [-0.015, -0.283, -0.192], [0.209, 0.233, 0.413], [0.272, 0.226, -0.403], [-0.698, 0.098, 0.079], [-0.160, -0.561, 0.089], [0.042, 1.040, -0.974], [-0.142, 0.342, -0.978], [2.011, -0.054, 1.623], [-0.974, -0.515, -0.389], [-0.013, 0.281, -0.739], [-0.129, 1.068, 0.065], [0.753, 0.743, -0.142]]
}